Computed, not measured: a molecular structure, C46H72F8N3O28PSSi2, with ωB97M-V/def2-TZVPD.

Geometry as XYZ:
```
161
Properties=species:S:1:pos:R:3:lowdin_charge:R:1
C 13.690 -2.867 -0.613 -0.12
O 12.337 -2.475 -0.586 -0.19
C 11.974 -1.741 0.574 -0.23
C 10.522 -2.080 0.933 -0.17
C 9.604 -0.870 1.056 -0.22
C 8.157 -1.283 1.388 -0.19
C 7.279 -1.425 0.127 -0.21
C 6.281 -0.270 -0.039 -0.21
C 5.102 -0.584 -0.973 -0.20
C 3.780 0.060 -0.527 -0.19
C 2.532 -0.752 -0.956 -0.19
C 1.604 -0.103 -1.999 -0.19
C 0.102 -0.175 -1.669 -0.25
C -0.375 -1.484 -0.984 -0.30
Si -1.798 -2.279 -1.885 0.44
O -3.232 -1.543 -1.491 -0.34
Si -4.666 -2.174 -2.038 0.37
N -4.713 -2.188 -3.785 -0.07
C -6.142 -1.232 -1.388 -0.25
C -7.242 -2.222 -0.974 -0.30
C -8.471 -1.539 -0.378 -0.22
C -9.696 -2.460 -0.304 -0.21
C -10.564 -2.145 0.934 -0.20
C -12.031 -2.561 0.762 -0.28
C -12.959 -1.630 1.536 -0.47
S -14.663 -2.143 1.206 1.00
C -15.598 -0.764 1.635 -0.70
N -15.321 0.147 2.504 0.06
N -16.363 1.044 2.463 0.04
C -17.186 0.610 1.592 -0.18
O -16.773 -0.533 1.012 0.03
P -1.931 -4.441 -1.144 0.57
O -2.301 -5.446 -2.192 -0.53
H 13.846 -3.808 -0.077 0.09
H 14.345 -2.097 -0.201 0.08
H 13.974 -3.026 -1.652 0.08
H 12.655 -1.948 1.400 0.10
H 12.016 -0.668 0.367 0.12
H 10.483 -2.691 1.837 0.11
H 10.147 -2.706 0.120 0.12
H 9.983 -0.181 1.811 0.09
H 9.644 -0.332 0.106 0.12
H 7.719 -0.529 2.040 0.10
H 8.197 -2.241 1.905 0.10
H 6.752 -2.380 0.116 0.10
H 7.931 -1.431 -0.749 0.11
H 5.930 0.027 0.951 0.10
H 6.836 0.589 -0.427 0.11
H 4.983 -1.668 -0.994 0.10
H 5.347 -0.246 -1.980 0.11
H 3.802 0.069 0.565 0.10
H 3.746 1.097 -0.851 0.09
H 2.904 -1.680 -1.394 0.10
H 1.992 -1.047 -0.059 0.10
H 1.803 -0.487 -2.998 0.11
H 1.865 0.953 -2.046 0.08
H -0.215 0.694 -1.097 0.11
H -0.428 -0.088 -2.623 0.08
H -0.768 -1.246 0.007 0.08
H 0.407 -2.236 -0.908 0.06
H -1.560 -2.287 -3.342 0.01
H -4.800 -3.576 -1.579 0.02
H -4.245 -3.017 -4.145 0.03
H -5.685 -2.305 -4.062 0.03
H -5.874 -0.590 -0.549 0.08
H -6.529 -0.621 -2.207 0.08
H -6.838 -2.917 -0.233 0.10
H -7.548 -2.837 -1.825 0.11
H -8.732 -0.666 -0.977 0.12
H -8.229 -1.221 0.637 0.11
H -9.390 -3.507 -0.274 0.11
H -10.332 -2.328 -1.180 0.11
H -10.152 -2.699 1.775 0.12
H -10.516 -1.071 1.108 0.11
H -12.178 -3.566 1.162 0.11
H -12.342 -2.578 -0.283 0.10
H -12.808 -0.577 1.307 0.09
H -12.793 -1.743 2.607 0.09
H -18.107 1.091 1.319 0.14
H -2.787 -4.429 -0.028 -0.02
H -0.673 -4.709 -0.554 -0.03
C -18.173 -2.761 -1.600 -0.05
C -17.875 -4.221 -1.368 -0.32
O -17.793 -4.732 -2.684 0.13
C -17.397 -3.708 -3.499 -0.55
O -16.999 -3.839 -4.602 0.19
O -17.518 -2.522 -2.850 0.07
F -18.878 -4.845 -0.702 0.08
H -19.243 -2.579 -1.710 0.15
H -17.774 -2.118 -0.820 0.12
H -16.932 -4.410 -0.852 0.17
C -16.232 0.659 5.771 -0.06
C -17.329 0.056 6.619 -0.32
O -16.977 0.476 7.923 0.13
C -16.275 1.644 7.806 -0.55
O -16.045 2.381 8.700 0.18
O -15.898 1.834 6.521 0.08
F -17.334 -1.300 6.571 0.07
H -15.364 0.001 5.719 0.14
H -16.551 0.911 4.765 0.10
H -18.333 0.417 6.387 0.17
C 3.088 5.055 -4.564 -0.04
C 1.732 4.427 -4.322 -0.31
O 2.064 3.062 -4.123 0.13
C 3.335 3.013 -3.639 -0.54
O 3.835 2.054 -3.153 0.17
O 3.944 4.208 -3.789 0.06
F 0.915 4.534 -5.395 0.08
H 3.373 4.997 -5.611 0.13
H 3.152 6.086 -4.226 0.14
H 1.206 4.799 -3.442 0.17
C -4.928 -6.817 -0.783 -0.06
C -5.930 -7.680 -0.047 -0.31
O -5.720 -7.309 1.306 0.13
C -5.246 -6.032 1.316 -0.56
O -5.192 -5.335 2.271 0.18
O -4.856 -5.668 0.073 0.00
F -5.679 -9.002 -0.192 0.08
H -3.948 -7.290 -0.841 0.14
H -5.243 -6.530 -1.782 0.14
H -6.973 -7.490 -0.308 0.17
C 13.453 -1.260 5.362 -0.04
C 12.257 -0.597 6.013 -0.31
O 11.939 0.426 5.083 0.14
C 12.360 0.017 3.857 -0.53
O 12.036 0.518 2.832 0.16
O 13.188 -1.044 3.970 0.07
F 12.564 -0.039 7.205 0.08
H 14.380 -0.756 5.638 0.15
H 13.535 -2.321 5.577 0.14
H 11.390 -1.247 6.139 0.17
C 12.087 3.637 1.998 -0.05
C 13.009 4.618 2.690 -0.30
O 13.226 5.590 1.679 0.13
C 12.137 5.585 0.865 -0.55
O 11.891 6.442 0.080 0.16
O 11.383 4.494 1.085 0.09
F 14.192 4.058 3.034 0.08
H 12.646 2.889 1.438 0.14
H 11.399 3.138 2.673 0.13
H 12.583 5.107 3.567 0.18
C 7.897 4.294 -6.473 -0.04
C 6.714 3.979 -5.583 -0.31
O 5.643 4.609 -6.278 0.10
C 5.977 4.647 -7.605 -0.55
O 5.213 4.880 -8.476 0.19
O 7.289 4.372 -7.767 0.08
F 6.849 4.531 -4.358 0.08
H 8.334 5.260 -6.217 0.15
H 8.668 3.529 -6.458 0.14
H 6.494 2.916 -5.476 0.18
C 12.882 9.308 0.994 -0.04
C 14.117 10.046 0.533 -0.31
O 14.479 10.793 1.681 0.13
C 14.020 10.120 2.775 -0.56
O 14.354 10.336 3.889 0.18
O 13.139 9.165 2.400 0.07
F 13.861 10.896 -0.492 0.07
H 11.987 9.915 0.850 0.15
H 12.745 8.333 0.530 0.10
H 14.952 9.401 0.252 0.17
```

The total energy is -6184.6198 Eh. For the gap between HOMO and LUMO, the calculation gives 9.6 eV. For the HOMO energy, the calculation gives -9.3622 eV.